1.
A molecular structure, CHF3NO5RhS2, computed with ωB97M-V/def2-TZVPD.

XYZ file:
```
14
Properties=species:S:1:pos:R:3:lowdin_charge:R:1
N 0.467 -0.629 0.962 -0.322
S -0.458 0.684 0.421 0.660
O 2.391 -2.227 0.686 -0.302
F -2.335 -1.333 0.650 0.122
O -1.506 1.132 1.396 -0.287
H 1.032 -1.095 -1.379 0.156
Rh 1.692 1.763 -0.710 1.246
C -1.775 -0.559 -0.297 -0.654
O 0.589 1.849 0.818 -0.443
F -2.779 0.108 -0.895 0.113
S 1.684 -1.108 0.044 0.660
O 2.604 0.091 -0.247 -0.535
F -1.306 -1.430 -1.212 0.082
O 0.069 0.920 -1.324 -0.498
```

Computed properties:
HOMO-LUMO gap (alpha / beta) ... 8.31 / 6.08 eV
Multiplicity ... 5
⟨S²⟩ ... 6.017

2.
2 unconnected molecules or ions with the total composition CHF3O2P, computed with ωB97M-V/def2-TZVPD.

XYZ file:
```
8
Properties=species:S:1:pos:R:3:lowdin_charge:R:1
C -1.229 -0.329 0.057 -0.555
F -1.817 0.634 -0.624 0.084
F -1.691 -0.324 1.316 0.089
O 4.161 0.464 0.065 -0.648
F -1.601 -1.419 -0.583 0.100
P 2.974 -0.522 -0.044 0.442
O 1.622 0.152 0.037 -0.618
H -0.095 -0.076 -0.061 0.105
```

Computed properties:
HOMO-LUMO gap ... 8.41 eV
Multiplicity ... 1
ΔE to the lowest compared entry with this formula, charge and spin ... 35.21 kcal per mole
Total charge ... -1

Computed values of F_max (unit: eV Å⁻¹) for the preceding records, in sequence: 5.13, 3.83.
Computed values of molecular weight (unit: g/mol) for the preceding records, in sequence: 331.06, 132.99.